1.
The following is a quantum chemistry calculation of C5H10O2 in the gas phase in a non-equilibrium geometry, from OMol25.

Element x y z (Å)
1 H -1.73014 -1.25488 -1.31098
2 H 0.77770 -1.10112 1.48111
3 C 0.44903 -1.56609 0.54564
4 H 2.34956 1.67578 -0.60108
5 C 1.52899 1.41331 0.06993
6 C -1.64733 0.66267 0.10400
7 C 0.37359 -0.63813 -0.69893
8 H 1.07813 2.34214 0.46040
9 H -1.02247 1.57054 0.29015
10 O 0.58772 0.74510 -0.69458
11 O -0.96522 -1.78071 0.52149
12 H 0.99058 -2.51337 0.40608
13 C -1.13366 -0.77764 -0.50548
14 H 0.88607 -1.03859 -1.57705
15 H 1.87176 0.82649 0.92950
16 H -2.44469 1.05738 -0.52556
17 H -1.94959 0.37713 1.10535

Atoms 1-3, force components in eV/Å:
H 0.0 0.9 0.4
H 0.0 0.0 -0.1
C 0.5 0.2 0.2

As for the HOMO energy: -9.53 eV. Its spin multiplicity is 1. Its total charge is 0. The structure (SMILES) is CO[C@H]1CO[C@H]1C. As for the LUMO energy: 0.9598 eV.

---

2.
The following is a quantum chemistry calculation of C5H10O2 in the gas phase in a non-equilibrium geometry, from OMol25.

Element x y z (Å)
1 H 0.63269 -1.27134 -0.68858
2 H -2.02082 -1.85456 0.82901
3 H -2.39851 0.53036 1.43647
4 C 0.76925 -0.40484 -0.03451
5 H 0.27457 -0.54001 0.93048
6 H 2.66713 -0.95565 0.73293
7 C 2.22954 -0.11665 0.18431
8 C -1.92072 -1.06413 0.09416
9 O 2.93208 0.00101 -1.02810
10 H -1.03470 2.26632 -0.21449
11 H -2.57030 0.86262 -0.32761
12 H -1.62266 -1.35611 -0.90689
13 C -0.79623 1.24275 0.08570
14 C -1.99100 0.29735 0.44975
15 H 2.31087 0.78724 0.80870
16 H 2.48177 0.68161 -1.54541
17 O 0.19370 0.75342 -0.66181

Atoms 1-3, force components in eV/Å:
H 0.0 0.1 0.1
H -0.1 0.1 -0.1
H 0.1 -0.1 -0.1

As for the HOMO energy (alpha / beta): -7.81 / -7.14 eV. Its spin multiplicity is 1. Its total charge is 0. As for the LUMO energy (alpha / beta): 0.7494 / 0.3996 eV.

---

3.
The following is a quantum chemistry calculation of 2 unconnected molecules or ions with the total composition C5H10O2 in a non-equilibrium geometry, from OMol25.

Element x y z (Å)
1 H -1.18858 1.13643 -2.37354
2 H 1.05651 0.71237 2.40562
3 H 0.09575 -0.53239 3.25890
4 H -1.04308 -2.14355 -0.31858
5 H -0.90930 0.43274 -2.41048
6 H 1.92225 0.67929 -0.06723
7 C 0.18661 -0.19324 -0.99436
8 C 0.20756 -1.40463 -1.51691
9 H 0.90821 -1.70804 -2.28730
10 H 0.90429 1.92574 -0.96182
11 H -0.66489 1.01933 2.78753
12 O -0.70439 -2.36240 -1.20073
13 C 0.95873 0.94176 -0.48939
14 O -0.30543 -0.38185 1.30236
15 C 0.06443 0.25015 2.49901
16 H -1.16279 1.16976 0.17149
17 C -0.32587 0.45853 0.19542

Atoms 1-3, force components in eV/Å:
H -0.3 0.0 -0.5
H -0.1 0.0 0.1
H 0.0 0.2 0.0

As for the HOMO energy: -8.55 eV. Its spin multiplicity is 1. Its total charge is 0. The structure (SMILES) is CO[C@H]1C/C1=C/O.[H][H]. As for the LUMO energy: 0.9647 eV.

---

4.
The following is a quantum chemistry calculation of C5H10O2 in the gas phase in a non-equilibrium geometry, from OMol25.

Element x y z (Å)
1 O 1.13226 0.07702 1.93064
2 H 0.17248 -1.66178 1.52495
3 C 1.29730 0.78834 -0.81573
4 C -1.17792 -0.01059 0.86908
5 H 2.30391 0.68373 -0.39246
6 H 1.33399 0.77504 -1.91368
7 H 0.92639 1.78778 -0.52017
8 H -2.07471 -0.23057 1.49092
9 C 0.46360 -0.52822 -0.35475
10 C 0.18488 -0.62947 1.16837
11 C -1.08237 -0.46229 -0.57824
12 H 0.66447 0.56204 2.61765
13 H 1.01130 -1.35187 -0.81763
14 H -1.50352 0.11278 -2.38786
15 O -1.55361 0.50447 -1.50418
16 H -1.51681 -1.44320 -0.79601
17 H -0.57576 1.03302 0.47668

Atoms 1-3, force components in eV/Å:
O -0.2 0.4 0.5
H -0.2 -0.1 -0.1
C -0.7 -1.2 0.4

As for the HOMO energy: -9.84 eV. Its spin multiplicity is 1. Its total charge is 0. The structure (SMILES) is C[C@@H]1[C@H](O)C[C@@H]1O. As for the LUMO energy: 0.8903 eV.

---

5.
The following is a quantum chemistry calculation of C5H10O2 in the gas phase in a non-equilibrium geometry, from OMol25.

Element x y z (Å)
1 H -0.41904 0.50864 -2.47712
2 H -2.01079 1.22411 -2.06259
3 H -1.84672 -0.87207 -1.28440
4 H 0.97743 -2.21955 1.91428
5 O -0.33590 -0.97348 0.00323
6 C -1.35344 -0.16804 -0.61243
7 C 0.40470 -0.33209 1.05434
8 H -0.53639 1.99772 -1.60867
9 H 1.93325 -0.86481 2.51440
10 H -0.28323 0.02545 1.83664
11 C -1.00943 1.00116 -1.69975
12 O 0.33266 1.87518 0.22992
13 C 0.96868 0.85591 0.32741
14 H 1.87763 0.68659 -0.28347
15 H 2.23352 -1.51235 0.89323
16 H -2.07837 0.13720 0.16726
17 C 1.44896 -1.28126 1.62161

Atoms 1-3, force components in eV/Å:
H -0.3 -0.1 -0.2
H -0.1 -0.2 -0.5
H -0.1 -0.1 0.3

As for the HOMO energy: -9.58 eV. Its spin multiplicity is 1. Its total charge is 0. The structure (SMILES) is CCO[C@@H](C)C=O. As for the LUMO energy: 1.0437 eV.

---

6.
The following is a quantum chemistry calculation of 2 unconnected molecules or ions with the total composition C5H10O2, from OMol25.

Element x y z (Å)
1 H 3.13401 -1.11361 -0.11670
2 H -1.36014 1.67716 -1.44671
3 H -2.44497 1.00579 1.94625
4 H -0.00187 1.03179 -1.55960
5 O -0.43913 1.88916 -1.64813
6 H 2.55867 0.54703 -0.35857
7 H -1.11836 -0.97133 2.11994
8 C 0.99073 -0.92174 -0.17151
9 C 0.19548 -0.18944 0.61008
10 C -1.17063 -0.62764 1.07888
11 H -1.52737 -1.45442 0.45282
12 O -2.68513 0.86565 -0.04302
13 C -2.18150 0.50012 0.99129
14 H 2.49787 -0.62321 -1.68741
15 H 0.54431 0.78441 0.95377
16 H 0.64237 -1.89767 -0.51553
17 C 2.36566 -0.50205 -0.60585

Atoms 1-3, force components in eV/Å:
H -0.1 0.1 -0.1
H 0.0 0.1 0.0
H 0.0 -0.1 -0.2

As for the HOMO energy: -9.70 eV. Its spin multiplicity is 1. Its total charge is 0. The structure (SMILES) is C/C=C/CC=O.O. As for the LUMO energy: 0.7691 eV.

---

7.
The following is a quantum chemistry calculation of C5H10O2 in the gas phase, from OMol25.

Element x y z (Å)
1 C 1.08346 -0.83583 0.42741
2 C -1.59335 1.68187 0.42292
3 C 2.42612 -0.75627 -0.27555
4 H -0.90677 -0.06010 -1.85455
5 C -0.98867 0.28885 0.33075
6 H -2.68476 1.61101 0.45605
7 H 0.48225 -1.64581 -0.01355
8 H 3.16561 -0.21053 0.31678
9 H 1.20318 -1.07118 1.49563
10 O -2.37784 -1.17416 -1.00632
11 H 2.80512 -1.76263 -0.47647
12 H -1.31934 -0.32397 1.18244
13 O 0.41397 0.40915 0.28660
14 C -1.46998 -0.38214 -0.94843
15 H -1.23739 2.17983 1.32863
16 H 2.30145 -0.23774 -1.23126
17 H -1.30308 2.28965 -0.44109

Atoms 1-3, force components in eV/Å:
C 0.1 -0.2 0.0
C 0.0 0.0 0.0
C 0.0 0.0 0.0

As for the HOMO energy: -9.65 eV. Its spin multiplicity is 1. Its total charge is 0. The structure (SMILES) is CCO[C@@H](C)C=O. As for the LUMO energy: 1.0228 eV.

---

8.
The following is a quantum chemistry calculation of C5H10O2 in the gas phase, from OMol25.

Element x y z (Å)
1 H -0.81859 -1.75429 1.23670
2 H -1.35499 -2.12605 -0.41338
3 H -2.35677 -1.09979 0.64121
4 H 1.73310 -0.32383 1.39823
5 O 1.81626 1.59771 0.59685
6 H 1.02478 0.21000 -1.53009
7 C -0.60771 -0.12121 -0.14746
8 H -0.90155 1.69039 -1.38117
9 H 0.90270 1.79674 0.85741
10 C 0.84488 -0.31037 -0.58276
11 O -0.86866 1.05243 0.64829
12 C -1.37962 1.00509 -0.68105
13 H 2.87391 -0.03558 0.07744
14 H 1.02109 -1.37827 -0.76265
15 H -2.46537 0.94349 -0.75111
16 C 1.86653 0.20093 0.43692
17 C -1.32999 -1.34739 0.35664

Atoms 1-3, force components in eV/Å:
H 0.0 0.1 -0.1
H 0.0 0.1 0.1
H 0.2 0.0 0.0

As for the HOMO energy: -10.00 eV. Its spin multiplicity is 1. Its total charge is 0. The structure (SMILES) is C[C@@]1(CCO)CO1. As for the LUMO energy: 0.9364 eV.

---

9.
The following is a quantum chemistry calculation of C5H10O2 in the gas phase in a non-equilibrium geometry, from OMol25.

Element x y z (Å)
1 C 0.55498 0.53541 1.86514
2 H -0.14540 1.15304 2.44800
3 C 0.56739 1.45210 -0.33687
4 H -0.81996 -1.08511 1.47216
5 H 0.68358 -0.91567 -1.73697
6 C -0.04387 -0.49522 0.97425
7 O -1.07403 -1.82548 -1.02683
8 H -1.08410 -2.53799 -1.67139
9 H 0.78945 -1.17401 0.71233
10 H 0.11260 2.46009 -0.36941
11 H -1.50687 0.69908 -0.37529
12 O 1.38498 1.29453 1.00993
13 H 1.02287 -0.16064 2.58619
14 H 1.33079 1.39267 -1.11909
15 H -0.82891 -0.41347 -2.51964
16 C -0.46766 0.31871 -0.39968
17 C -0.38082 -0.70116 -1.54680

Atoms 1-3, force components in eV/Å:
C -0.3 -0.7 0.2
H -0.1 0.0 -0.4
C 1.0 -0.1 1.4

As for the HOMO energy: -9.73 eV. Its spin multiplicity is 1. Its total charge is 0. The structure (SMILES) is OC[C@H]1CCOC1. As for the LUMO energy: 0.8624 eV.

---

10.
The following is a quantum chemistry calculation of C5H10O2 in the gas phase in a non-equilibrium geometry, from OMol25.

Element x y z (Å)
1 H 1.49495 1.63921 1.37294
2 H 2.79927 -0.71089 -1.01560
3 H 2.08310 0.91005 -1.52769
4 O -2.04075 0.18096 0.95741
5 C -0.39426 -0.58881 -0.75688
6 C 2.00034 0.01924 -0.91023
7 H -0.05070 0.97529 1.64485
8 C 0.62479 1.23106 0.85260
9 C -1.65024 -0.96990 0.09977
10 O -2.56311 -1.31411 -0.69625
11 H 0.23865 1.95326 0.13602
12 H -2.93053 0.37997 0.63489
13 H -1.34697 -1.65935 0.91537
14 H -0.01086 -1.47177 -1.25176
15 H -0.52855 0.22498 -1.47225
16 H 1.14287 -0.77014 0.90233
17 C 1.13200 -0.02905 0.11447

Atoms 1-3, force components in eV/Å:
H 0.1 0.3 -0.3
H -0.5 -0.3 -0.4
H -0.2 -0.1 0.0

As for the HOMO energy: -8.41 eV. Its spin multiplicity is 1. Its total charge is 0. As for the LUMO energy: -2.0708 eV.